a:
C6H9NO in the gas phase. Source: OMol25; level of theory: ωB97M-V with the def2-TZVPD basis set.

Properties
orbital gap	9.279	eV
highest occupied orbital energy	-8.7	eV
2S+1	1
total charge	0

Positions of all 17 atoms, in Å:
C 1.549 0.011 -0.293
C 0.360 -1.021 -0.035
C -0.743 -1.120 0.927
C -1.642 0.012 0.262
C -1.058 1.515 0.517
C 0.177 0.071 -0.991
H 2.966 0.283 -1.145
H 1.954 0.633 0.559
H 0.857 -1.919 -0.243
H -1.576 -1.954 0.951
H -0.411 -0.568 1.931
H -2.748 0.064 -0.059
H -1.568 2.540 0.737
H 0.137 1.539 0.836
H 0.377 -0.049 -2.102
N -1.074 0.723 -0.845
O 2.441 -0.760 -1.008

Atomic partial charges in e from the Mulliken method, atoms 1 to 2: atom 1 (C): -0.53, atom 2 (C): -0.50

***

b:
C6H9NO in the gas phase. Source: OMol25; level of theory: ωB97M-V with the def2-TZVPD basis set.

Properties
orbital gap	9.814	eV
highest occupied orbital energy	-8.8	eV
2S+1	1
total charge	0

Positions of all 17 atoms, in Å:
C -2.566 -0.809 0.974
C -1.118 -0.946 0.043
C 1.064 -0.507 -0.027
C 2.080 0.765 -0.149
C 1.308 1.611 -0.847
C -0.235 0.198 -0.144
H -2.097 0.048 1.734
H -2.947 -1.593 1.523
H -3.171 -0.078 0.427
H -1.252 -1.451 -0.815
H -0.151 -1.061 1.523
H 1.408 -0.912 -1.099
H 3.066 0.647 0.531
H 1.733 2.442 -1.587
H -0.253 0.824 0.832
N 0.112 -1.646 0.745
O -0.039 1.347 -0.923

Atomic partial charges in e from the Mulliken method, atoms 1 to 2: atom 1 (C): -1.08, atom 2 (C): -0.41

***

c:
C6H9NO in the gas phase. Source: OMol25; level of theory: ωB97M-V with the def2-TZVPD basis set.

Properties
orbital gap (spin up / spin down)	6.745 / 6.743	eV
highest occupied orbital energy (spin up / spin down)	-8.3 / -8.3	eV
2S+1	1
total charge	0

Positions of all 17 atoms, in Å:
C -0.991 0.071 -0.738
C 2.435 -0.232 0.023
C -2.246 -0.656 -0.873
N 1.123 -0.525 -0.554
C -0.064 -0.298 0.408
C -0.077 1.079 1.042
C -0.239 2.145 1.582
O -0.422 -1.268 1.171
H 1.057 -1.505 -0.808
H -0.862 1.029 -1.234
H 2.537 0.843 0.174
H 2.591 -0.735 0.984
H 3.211 -0.559 -0.670
H -2.108 -1.684 -0.517
H -2.659 -0.574 -1.880
H -2.981 -0.217 -0.184
H -0.303 3.086 2.073

Atomic partial charges in e from the Mulliken method, atoms 1 to 2: atom 1 (C): -0.33, atom 2 (C): -0.86

***

d:
A molecular structure, C6H9NO. Source: OMol25; level of theory: ωB97M-V with the def2-TZVPD basis set.

Properties
orbital gap	9.846	eV
highest occupied orbital energy	-8.9	eV
2S+1	1
total charge	0

Positions of all 17 atoms, in Å:
C -1.069 0.974 -1.332
C -0.116 0.254 -0.360
C 1.240 0.492 -0.208
C 0.134 -1.139 1.099
C -0.693 0.113 1.218
C -0.233 -1.171 -0.216
H -1.925 0.263 -1.322
H -1.446 2.092 -0.974
H -0.625 0.986 -2.397
H 1.500 1.494 0.196
H 1.922 0.477 -0.954
H 2.201 -1.582 0.386
H 0.233 -1.634 2.063
H -0.562 1.076 1.757
H -1.762 -0.045 1.485
N 1.552 -0.630 0.682
O -0.350 -2.021 -1.125

Atomic partial charges in e from the Mulliken method, atoms 1 to 2: atom 1 (C): -1.33, atom 2 (C): 0.87

***

Relative calculated energies, zero for the most stable structure, unit hartree: a 0.0804; b 0.0857; c 0.0379; d 0.0000.

***

a:
2 unconnected molecules or ions with the total composition C8H18O. Source: OMol25; level of theory: ωB97M-V with the def2-TZVPD basis set.

Properties
orbital gap	10.078	eV
highest occupied orbital energy	-9.1	eV
2S+1	1
total charge	0

Positions of all 27 atoms, in Å:
C 1.962 -1.058 0.745
C 1.591 -0.895 2.223
C 1.259 -2.270 0.136
O 1.691 0.112 0.004
H 0.748 0.128 -0.198
H 3.049 -1.185 0.666
H 0.180 -2.139 0.185
H 2.162 -1.586 2.836
H 0.537 -1.080 2.382
H 1.816 0.119 2.540
H 1.547 -2.391 -0.905
H 1.526 -3.173 0.680
C -1.025 1.104 -2.699
C -0.727 2.398 -0.535
C -1.699 0.022 0.973
C -1.131 1.115 -1.205
C -1.542 0.054 -0.518
H -1.838 -0.843 -1.047
H -1.671 1.870 -3.128
H -1.310 0.138 -3.110
H -0.001 1.325 -3.001
H -1.432 2.667 0.250
H -0.691 3.208 -1.260
H 0.263 2.305 -0.087
H -1.738 -0.995 1.339
H -0.897 0.550 1.470
H -2.632 0.502 1.262

Atomic partial charges in e from the Mulliken method, atoms 1 to 2: atom 1 (C): 0.45, atom 2 (C): -1.30

***

b:
C8H18O in the gas phase. Source: OMol25; level of theory: ωB97M-V with the def2-TZVPD basis set.

Properties
orbital gap	10.928	eV
highest occupied orbital energy	-10.1	eV
2S+1	1
total charge	0

Positions of all 27 atoms, in Å:
C -1.027 0.148 -0.198
C 1.637 0.027 -0.164
C -2.207 -0.923 -0.465
C 0.218 -0.700 0.007
C -0.936 1.061 -1.418
C -1.423 0.942 1.044
C 1.923 1.119 0.859
C 2.714 -1.053 -0.072
O -2.316 -1.806 0.628
H -3.151 -2.280 0.565
H 1.674 0.461 -1.167
H -1.996 -1.482 -1.388
H -3.142 -0.364 -0.610
H 0.187 -1.142 1.003
H 0.217 -1.508 -0.727
H -1.912 1.489 -1.639
H -0.673 1.679 1.305
H -2.360 1.468 0.865
H -0.597 0.508 -2.292
H -0.246 1.880 -1.234
H -1.562 0.267 1.885
H 1.318 2.005 0.682
H 2.967 1.428 0.801
H 1.735 0.756 1.869
H 2.556 -1.828 -0.820
H 2.697 -1.523 0.910
H 3.705 -0.629 -0.228

Atomic partial charges in e from the Mulliken method, atoms 1 to 2: atom 1 (C): 2.16, atom 2 (C): 1.02

***

Relative calculated energies, zero for the most stable structure, unit hartree: a 0.0168; b 0.0000.

***

a:
A gas-phase ion, C5H14N2 (charge +2). Source: OMol25; level of theory: ωB97M-V with the def2-TZVPD basis set.

Properties
orbital gap	11.909	eV
highest occupied orbital energy	-19.0	eV
2S+1	1
total charge	+2

Positions of all 21 atoms, in Å:
C 1.375 0.661 -1.272
C 0.008 0.040 -1.126
C -0.804 0.155 0.196
C -0.002 -0.340 1.378
C 0.967 0.220 2.066
N -0.575 -1.635 1.954
N -0.884 0.751 -2.217
H 2.144 0.102 -0.729
H 1.445 1.553 -0.650
H 1.668 0.849 -2.250
H -0.056 -0.992 -1.431
H -1.636 -0.523 0.041
H -1.157 1.176 0.329
H 1.466 -0.136 2.958
H 1.315 1.212 1.787
H -1.292 -1.331 2.612
H -0.867 -2.314 1.258
H 0.106 -2.134 2.532
H -1.580 0.128 -2.636
H -1.326 1.553 -1.773
H -0.312 1.006 -3.025

Atomic partial charges in e from the Mulliken method, atoms 1 to 2: atom 1 (C): -1.49, atom 2 (C): 0.42

***

b:
A gas-phase ion, C5H14N2 (charge +2). Source: OMol25; level of theory: ωB97M-V with the def2-TZVPD basis set.

Properties
orbital gap	11.251	eV
highest occupied orbital energy	-19.9	eV
2S+1	1
total charge	+2

Positions of all 21 atoms, in Å:
C 0.684 0.219 -1.804
C -0.493 -0.579 -1.219
C -0.417 -0.942 0.343
C 0.891 -0.782 1.084
C 0.414 1.220 2.234
N 1.282 0.324 1.989
N -1.731 0.372 -1.329
H 1.001 1.087 -1.257
H 1.522 -0.247 -2.305
H 0.320 0.701 -2.773
H -0.596 -1.571 -1.634
H -0.803 -2.123 0.304
H -1.298 -0.533 1.083
H 1.774 -0.915 0.356
H 0.897 -1.624 1.836
H 0.685 1.999 3.073
H -0.363 1.435 1.378
H 2.334 0.360 2.484
H -2.431 -0.075 -0.631
H -2.119 0.361 -2.267
H -1.555 1.313 -0.944

Atomic partial charges in e from the Mulliken method, atoms 1 to 2: atom 1 (C): -1.53, atom 2 (C): 0.38

***

Relative calculated energies, zero for the most stable structure, unit hartree: a 0.0000; b 0.0935.

***

a:
A gas-phase ion, C5H14N2 (charge +2). Source: OMol25; level of theory: ωB97M-V with the def2-TZVPD basis set.

Properties
orbital gap	9.932	eV
highest occupied orbital energy	-17.8	eV
2S+1	1
total charge	+2

Positions of all 21 atoms, in Å:
C 0.042 1.118 1.669
C 0.654 -0.261 1.433
C 0.426 -0.894 -0.019
C -0.852 -0.381 -0.635
C -1.003 0.441 -1.711
N -1.913 -0.113 -2.781
N 2.152 -0.157 1.597
H 0.546 1.654 2.441
H 0.140 1.712 0.701
H -1.067 1.085 1.713
H 0.213 -0.757 2.306
H 0.256 -1.970 0.206
H 1.230 -0.676 -0.703
H -1.775 -0.752 -0.214
H -0.460 1.333 -1.985
H -1.246 -0.479 -3.482
H -2.579 0.558 -3.155
H -2.412 -0.931 -2.440
H 2.336 0.055 2.586
H 2.652 0.501 1.006
H 2.658 -1.086 1.465

Atomic partial charges in e from the Mulliken method, atoms 1 to 2: atom 1 (C): -1.35, atom 2 (C): 0.26

***

b:
A gas-phase ion, C5H14N2 (charge +2). Source: OMol25; level of theory: ωB97M-V with the def2-TZVPD basis set.

Properties
orbital gap	12.059	eV
highest occupied orbital energy	-20.5	eV
2S+1	1
total charge	+2

Positions of all 21 atoms, in Å:
C 0.267 -0.351 -2.683
C 0.233 -0.761 -1.208
C -0.249 0.414 -0.347
C -0.381 0.222 1.186
C 0.319 2.012 2.653
N 0.604 0.981 1.962
N -0.714 -1.985 -1.071
H 1.256 -0.011 -2.956
H 0.050 -1.194 -3.329
H -0.439 0.456 -2.859
H 1.200 -1.102 -0.847
H -1.102 0.920 -0.784
H 0.550 1.155 -0.480
H -0.396 -0.828 1.491
H -1.359 0.542 1.509
H 1.113 2.518 3.180
H -0.682 2.404 2.741
H 1.579 0.688 1.974
H -0.214 -2.734 -0.583
H -1.135 -2.271 -1.962
H -1.537 -1.778 -0.503

Atomic partial charges in e from the Mulliken method, atoms 1 to 2: atom 1 (C): -1.38, atom 2 (C): 0.25

***

Relative calculated energies, zero for the most stable structure, unit hartree: a 0.0447; b 0.0000.

***

a:
A gas-phase ion, C4H10N3 (charge +1). Source: OMol25; level of theory: ωB97M-V with the def2-TZVPD basis set.

Properties
orbital gap (spin up / spin down)	5.662 / 8.364	eV
highest occupied orbital energy (spin up / spin down)	-9.2 / -15.4	eV
2S+1	3
total charge	+1
<S²>	2.01

Positions of all 17 atoms, in Å:
C -0.331 -0.511 -0.652
C -1.067 1.505 -0.977
C -0.069 -1.982 -0.904
C 1.132 -0.168 1.490
N -0.994 0.187 -1.465
N 0.066 0.022 0.575
N -0.308 1.455 0.413
H -0.419 2.239 -1.535
H -2.212 1.753 -0.882
H 0.915 -2.299 -1.188
H -0.597 -2.313 -1.697
H -0.114 -2.639 -0.090
H 1.904 0.410 1.123
H 0.968 0.017 2.475
H 1.401 -1.319 1.531
H 0.540 1.895 0.562
H -0.815 1.748 1.222

Atomic partial charges in e from the Mulliken method, atoms 1 to 2: atom 1 (C): 0.50, atom 2 (C): -0.34

***

b:
2 unconnected molecules or ions with the total composition C4H10N3. Source: OMol25; level of theory: ωB97M-V with the def2-TZVPD basis set.

Properties
orbital gap (spin up / spin down)	8.997 / 8.658	eV
highest occupied orbital energy (spin up / spin down)	-12.6 / -15.6	eV
2S+1	3
total charge	+1
<S²>	2.01

Positions of all 17 atoms, in Å:
C -1.062 0.328 2.009
C -0.300 -1.421 0.714
C 0.964 1.240 -1.900
C 1.137 0.201 -0.865
N -0.335 0.839 1.044
N -1.259 -1.040 1.710
N 0.007 -0.016 0.091
H -1.684 0.773 2.789
H 0.531 -1.934 1.168
H -0.782 -2.057 -0.043
H 1.189 2.309 -1.602
H 1.544 0.838 -2.699
H -0.180 1.172 -2.279
H 1.897 0.671 -0.196
H 1.400 -0.855 -1.203
H -1.710 -1.689 2.326
H -1.358 0.640 -1.065

Atomic partial charges in e from the Mulliken method, atoms 1 to 2: atom 1 (C): 0.07, atom 2 (C): -0.53

***

c:
A gas-phase ion, C4H10N3 (charge +1). Source: OMol25; level of theory: ωB97M-V with the def2-TZVPD basis set.

Properties
orbital gap (spin up / spin down)	5.220 / 8.482	eV
highest occupied orbital energy (spin up / spin down)	-9.0 / -15.4	eV
2S+1	3
total charge	+1
<S²>	2.01

Positions of all 17 atoms, in Å:
C 0.839 -0.530 0.213
C -0.711 -1.624 1.316
C 2.197 -0.179 -0.399
C -0.549 1.474 -0.781
N 0.626 -1.600 0.826
N -0.201 0.355 0.170
N -1.316 -0.231 0.825
H -1.359 -2.380 1.134
H -0.726 -1.530 2.447
H 2.689 -0.891 -1.049
H 3.025 -0.205 0.391
H 2.232 0.858 -0.739
H -1.315 1.150 -1.521
H -0.983 2.309 -0.242
H 0.393 1.858 -1.282
H -2.218 -0.461 0.441
H -1.541 0.345 1.694

Atomic partial charges in e from the Mulliken method, atoms 1 to 2: atom 1 (C): 0.53, atom 2 (C): -0.50

***

d:
2 unconnected molecules or ions with the total composition C4H10N3. Source: OMol25; level of theory: ωB97M-V with the def2-TZVPD basis set.

Properties
orbital gap (spin up / spin down)	7.044 / 9.150	eV
highest occupied orbital energy (spin up / spin down)	-10.3 / -15.2	eV
2S+1	3
total charge	+1
<S²>	2.02

Positions of all 17 atoms, in Å:
C 2.265 1.197 -0.051
C -2.010 0.346 -0.512
C 1.341 -1.508 0.214
C 0.305 -0.536 -0.354
N 1.091 1.212 0.339
N -2.979 0.728 0.303
N -0.992 -0.222 0.089
H 2.964 1.862 0.446
H 2.749 0.715 -0.849
H -2.076 0.297 -1.688
H 2.410 -1.198 0.077
H 1.189 -1.517 1.259
H 1.135 -2.426 -0.184
H 0.260 -0.430 -1.364
H -3.894 0.711 -0.078
H -2.851 0.979 1.277
H -0.906 -0.210 1.074

Atomic partial charges in e from the Mulliken method, atoms 1 to 2: atom 1 (C): -0.32, atom 2 (C): 0.23

***

Relative calculated energies, zero for the most stable structure, unit hartree: a 0.0801; b 0.0248; c 0.0612; d 0.0000.